(1)
Here is a cluster of 2 separate species, C2H6NS in total from OMol25. Energies are from wB97M-V/def2-TZVPD.

## Properties
* LUMO level (alpha / beta): 6.5 / 6.4 eV
* <S²>: 0.751
* net charge: -2
* orbital gap (alpha / beta): 2.2 / 6.5 eV
* energy: -532.5424 hartree
* HOMO level (alpha / beta): 4.34 / -0.10 eV
* multiplicity: 2

The geometry in XYZ format:
```
10
Properties=species:S:1:pos:R:3:mulliken_spin:R:1
S -1.4433 0.1504 -1.7423 -0.076
H -1.2563 0.2140 -2.9732 0.010
C 1.7935 0.6702 1.6286 3.634
C 0.1685 -0.6701 0.6956 -0.092
N 1.0605 -0.5533 1.5650 -0.857
H 2.2173 0.8301 0.6747 -0.258
H 2.5942 0.7018 2.4343 -1.295
H 1.0371 1.4829 1.9674 -0.458
H -0.5130 -1.5620 1.0920 0.051
H -0.1816 -0.2010 -0.2190 0.342
```

***

(2)
Here is a structure of composition C2H6NaS2 from OMol25. Energies are from wB97M-V/def2-TZVPD.

## Properties
* LUMO level: -5.5 eV
* net charge: +1
* orbital gap: 6.5 eV
* energy: -1038.2544 hartree
* HOMO level: -11.95 eV

The geometry in XYZ format:
```
11
Properties=species:S:1:pos:R:3:lowdin_charge:R:1
S -1.9888 -0.6007 -0.2064 0.288
S -0.1345 -0.5785 -1.0780 0.369
C 0.7948 1.2259 0.8543 -0.177
C 0.9523 -0.1902 0.3256 -0.631
H -2.3052 0.7039 -0.3492 -0.177
H 0.9888 1.9614 0.0555 0.078
H 1.5060 1.4053 1.6780 0.084
H -0.2293 1.3806 1.2338 0.057
H 1.9680 -0.3566 -0.0819 0.075
H 0.7791 -0.9452 1.1165 0.075
Na -2.3313 -4.0058 -3.5481 0.960
```

***

(3)
Here is the molecule C2H6O from OMol25. Energies are from wB97M-V/def2-TZVPD.

## Properties
* LUMO level: 1.1 eV
* SMILES string: COC
* net charge: 0
* orbital gap: 11.1 eV
* energy: -154.9643 hartree
* HOMO level: -10.00 eV

The geometry in XYZ format:
```
9
Properties=species:S:1:pos:R:3:lowdin_charge:R:1
C -1.0621 0.0459 0.3045 -0.164
O 0.0052 0.8864 0.0602 -0.250
C 1.0642 0.0756 -0.2945 -0.164
H -0.4965 -0.8869 0.9016 0.110
H -1.8567 0.6801 0.7444 0.097
H -1.4316 -0.4382 -0.6149 0.081
H 0.9156 -0.4027 -1.2764 0.081
H 0.9157 -0.8742 0.4986 0.112
H 1.9532 0.7363 -0.3256 0.097
```

***

(4)
Here is the molecule C2H6O from OMol25. Energies are from wB97M-V/def2-TZVPD.

## Properties
* LUMO level: 1.1 eV
* SMILES string: CCO
* net charge: 0
* orbital gap: 11.4 eV
* energy: -155.0105 hartree
* HOMO level: -10.30 eV

The geometry in XYZ format:
```
9
Properties=species:S:1:pos:R:3:lowdin_charge:R:1
C 0.0042 0.9593 0.1195 -0.089
C -0.1159 -0.5092 -0.4930 -0.283
O -0.1861 -1.4923 0.5653 -0.116
H 0.0523 0.9313 1.2801 0.093
H -0.8921 1.5877 -0.1659 0.074
H 0.9460 1.3996 -0.2094 0.045
H 0.6728 -0.7907 -1.2660 0.120
H -1.0811 -0.5941 -0.9504 0.085
H 0.5998 -1.4916 1.1198 0.072
```

***

(5)
Here is a structure of composition C2H6O from OMol25. Energies are from wB97M-V/def2-TZVPD.

## Properties
* LUMO level: -1.6 eV
* net charge: 0
* orbital gap: 5.9 eV
* energy: -154.8075 hartree
* HOMO level: -7.56 eV

The geometry in XYZ format:
```
9
Properties=species:S:1:pos:R:3:lowdin_charge:R:1
C -0.8992 0.3831 -0.9947 0.010
O 1.6539 0.2135 0.9034 -0.474
C -0.9263 -0.6886 0.0649 0.049
H -0.1829 0.0440 -1.7443 0.090
H -1.7539 1.0970 -1.2636 0.120
H 1.8923 1.0609 0.5693 -0.149
H -1.8865 -0.9914 0.6266 0.129
H -0.1227 0.4165 0.1356 0.145
H -0.2248 -1.5016 0.0282 0.081
```

***

(6)
Here is a cluster of 2 separate species, C2H6O2 in total from OMol25. Energies are from wB97M-V/def2-TZVPD.

## Properties
* LUMO level: 0.7 eV
* SMILES string: C=CO.O
* net charge: 0
* orbital gap: 10.7 eV
* energy: -230.2420 hartree
* HOMO level: -10.05 eV

The geometry in XYZ format:
```
10
Properties=species:S:1:pos:R:3:lowdin_charge:R:1
C -0.2739 0.7766 -1.1385 0.029
C 0.5294 -0.2605 -1.0294 -0.239
O 0.9548 -0.6903 0.2290 -0.056
H -0.7522 1.1660 -2.0250 0.058
H -0.5479 1.3515 -0.2612 0.060
H 0.9071 -0.9278 -1.7955 0.110
H 1.9051 -0.7690 0.2094 0.099
O -1.1072 -0.4840 2.1655 -0.076
H -1.2012 0.4766 2.1491 0.025
H -0.4141 -0.6391 1.4966 -0.010
```

***

(7)
Here is a cluster of 2 separate species, C2H6O2 in total from OMol25. Energies are from wB97M-V/def2-TZVPD.

## Properties
* LUMO level: 0.7 eV
* SMILES string: CC=O.O
* net charge: 0
* orbital gap: 10.8 eV
* energy: -230.2558 hartree
* HOMO level: -10.11 eV

The geometry in XYZ format:
```
10
Properties=species:S:1:pos:R:3:lowdin_charge:R:1
C 0.5404 -0.3238 -0.7513 -0.072
C 0.6647 1.0198 -1.4155 -0.302
O 1.0894 2.0055 -0.8145 0.020
H 1.1141 -0.4024 0.1874 0.087
H 0.9653 -1.0309 -1.4836 0.078
H -0.5051 -0.6119 -0.5499 0.076
H 0.3459 1.0177 -2.4860 0.117
O -1.2021 -0.6278 2.7768 -0.088
H -1.7374 0.1656 2.5483 0.050
H -1.2751 -1.2118 1.9882 0.036
```

***

(8)
Here is a cluster of 2 separate species, C2H6O2 in total from OMol25. Energies are from wB97M-V/def2-TZVPD.

## Properties
* LUMO level: 0.7 eV
* SMILES string: C=CO.O
* net charge: 0
* orbital gap: 10.0 eV
* energy: -230.2357 hartree
* HOMO level: -9.25 eV

The geometry in XYZ format:
```
10
Properties=species:S:1:pos:R:3:lowdin_charge:R:1
C -0.3298 1.6615 -0.3743 0.011
C -0.0408 0.3796 -0.6064 -0.261
O -0.9030 -0.2426 -1.5074 -0.038
H 0.2766 2.2454 0.3015 0.049
H -0.9883 2.0965 -1.1120 0.063
H 0.6876 -0.2708 -0.1505 0.082
H -0.5066 -1.0609 -1.8368 0.095
O 0.5541 -1.9478 1.8211 -0.061
H -0.1503 -1.2800 1.8692 0.043
H 1.4005 -1.5808 1.5956 0.017
```

***

Q: Which relative energy (zero: lowest compared OMol25 entry of this formula, charge and spin) values were calculated for the entries above? A: 40.5 5.5 38.6 9.6 137.0 24.3 15.6 28.2, in kcal/mol.
Q: Which maximum force values were calculated for the entries above? A: 4.5 0.6 3.3 2.0 4.9 0.7 2.4 1.9, in eV/Å.